11
Properties=species:S:1:pos:R:3:forces:R:3 method="wB97M-V/def2-TZVPD" e_homo_ev=-10.96 spin_multiplicity=1 smiles="N#C[C@@H](O)C(N)=O" total_energy_ha=-376.69274 relative_energy_ev=1.933
N 2.902 -0.895 -0.638 -0.3 0.0 -0.1
C 2.027 -0.252 -0.262 1.3 -0.8 -0.2
C 1.017 0.565 0.335 -2.6 2.2 1.1
O 1.235 1.957 0.170 0.2 -0.6 -1.0
C -0.428 0.319 -0.404 1.2 1.0 -0.4
N -0.894 -0.933 -0.285 -1.1 -2.2 -1.0
O -0.883 1.235 -1.094 0.7 -1.9 1.2
H 1.002 0.429 1.462 -0.2 -0.4 -1.3
H 0.833 2.140 -0.720 0.2 0.2 1.0
H -0.396 -1.651 0.299 -0.7 1.3 -1.1
H -1.568 -1.314 -1.038 1.4 1.0 1.9


5
Properties=species:S:1:pos:R:3:forces:R:3 method="wB97M-V/def2-TZVPD" e_homo_ev=-10.00 spin_multiplicity=1 smiles="[H]/N=N/C#N" total_energy_ha=-202.86851 relative_energy_ev=2.998
H 2.005 0.128 0.298 -1.8 -1.1 -1.1
N 1.140 -0.463 -0.062 2.5 -0.9 0.6
N 0.184 0.269 -0.060 0.8 3.2 0.8
C -1.095 0.039 -0.193 -1.8 -1.2 0.2
N -2.234 0.027 0.017 0.3 0.0 -0.5


117
Properties=species:S:1:pos:R:3:forces:R:3 method="wB97M-V/def2-TZVPD" e_homo_ev=-6.89 spin_multiplicity=1 total_energy_ha=-3956.47020 relative_energy_ev=3.643
Bi 0.705 0.906 0.243 0.1 0.0 0.2
Cl 6.265 2.091 -5.057 0.0 0.0 0.0
C 4.924 2.117 -3.943 0.0 0.0 0.0
C 3.705 2.689 -4.344 0.0 0.0 0.0
C 2.645 2.732 -3.480 0.0 0.0 -0.1
C 2.731 2.194 -2.164 -0.1 0.0 0.1
O 1.741 2.300 -1.357 0.1 -0.1 -0.3
C 3.966 1.589 -1.794 0.0 0.0 0.1
C 4.182 0.992 -0.510 0.0 0.0 0.0
N 3.296 0.662 0.367 -0.1 0.0 0.0
C 3.726 0.008 1.537 0.0 0.0 0.0
C 4.853 -0.766 1.648 0.0 0.0 0.0
C 5.218 -1.352 2.877 0.0 0.0 0.0
C 4.463 -1.166 3.995 0.0 0.0 0.0
C 3.270 -0.409 3.915 0.0 0.0 -0.1
C 2.431 -0.166 5.024 0.0 0.0 0.0
C 1.293 0.567 4.864 0.0 0.0 0.0
C 0.951 1.011 3.575 0.0 0.0 0.0
N 1.706 0.798 2.529 0.0 0.0 0.0
C 2.882 0.139 2.676 0.0 0.0 0.0
C 5.055 1.592 -2.691 0.0 0.0 0.0
H 3.619 3.103 -5.340 0.0 0.0 0.0
H 1.705 3.185 -3.772 0.0 0.0 0.0
H 5.234 0.794 -0.281 0.0 0.0 0.0
H 5.470 -0.953 0.779 0.0 0.0 0.0
H 6.116 -1.954 2.922 0.0 0.0 0.0
H 4.751 -1.599 4.945 0.0 0.0 0.0
H 2.709 -0.565 5.993 0.0 0.0 0.0
H 0.637 0.785 5.695 0.0 0.0 0.0
H 0.025 1.541 3.392 0.0 0.0 0.0
H 5.998 1.157 -2.382 0.0 0.0 0.0
C 0.260 -0.490 -2.811 -0.1 -0.1 0.0
O -0.518 0.533 -2.179 0.0 0.0 0.0
C -0.852 1.596 -2.984 0.0 0.0 0.0
C -0.861 1.481 -4.370 0.0 0.0 0.0
C -1.166 2.574 -5.163 0.0 0.1 0.0
C -1.457 3.798 -4.577 0.0 0.0 -0.1
C -1.461 3.908 -3.200 0.0 0.0 0.1
C -1.179 2.815 -2.383 0.0 0.1 0.0
N -1.157 2.913 -0.958 0.0 0.0 0.1
N -1.687 3.978 -0.542 0.0 -0.1 -0.1
C -1.695 4.273 0.805 0.0 0.0 0.0
C -0.756 3.770 1.738 0.0 0.0 -0.2
O 0.186 2.962 1.450 0.0 0.0 0.2
C -0.860 4.257 3.095 0.0 0.1 0.1
C -1.839 5.104 3.485 0.1 0.0 0.0
C -2.807 5.601 2.562 -0.1 0.0 0.0
C -3.829 6.480 2.973 0.0 0.0 0.0
C -4.747 6.961 2.078 0.0 0.0 0.0
C -4.663 6.567 0.732 0.0 0.0 0.0
C -3.682 5.708 0.306 0.0 0.0 0.0
C -2.718 5.204 1.210 0.0 0.0 0.0
H 1.151 -0.054 -3.270 0.0 0.0 0.0
H 0.525 -1.195 -2.026 0.1 0.0 0.0
H -0.336 -1.014 -3.554 0.0 0.0 0.0
H -0.640 0.535 -4.837 0.0 0.0 0.0
H -1.166 2.467 -6.240 0.0 0.0 0.0
H -1.676 4.663 -5.189 0.0 0.0 0.0
H -1.667 4.856 -2.724 0.0 0.0 0.0
H -0.106 3.910 3.791 0.0 0.0 0.0
H -1.894 5.436 4.516 0.0 0.0 0.0
H -3.872 6.771 4.017 0.0 0.0 0.0
H -5.528 7.637 2.400 0.0 0.0 0.0
H -5.385 6.944 0.018 0.0 0.0 0.0
H -3.636 5.406 -0.730 0.0 0.0 0.0
C 2.487 -6.047 -2.708 0.0 0.0 0.0
C 1.204 -5.262 -2.704 0.0 0.0 0.0
C 0.401 -5.217 -1.570 0.0 0.0 0.0
C -0.766 -4.467 -1.552 0.0 0.0 0.0
C -1.143 -3.766 -2.685 0.0 0.0 0.0
C -0.369 -3.813 -3.833 0.0 0.0 0.0
C 0.798 -4.558 -3.836 0.0 0.0 0.0
S -2.593 -2.702 -2.659 0.1 -0.2 0.0
C -3.798 -3.994 -3.015 0.0 0.0 0.0
O -2.524 -1.854 -3.878 -0.1 0.0 -0.1
H 2.749 -6.371 -1.702 0.0 0.0 0.0
H 3.310 -5.446 -3.097 0.0 0.0 0.0
H 2.403 -6.934 -3.339 0.0 0.0 0.0
H 0.705 -5.747 -0.676 0.0 0.0 0.0
H -1.365 -4.429 -0.649 0.0 0.0 0.0
H -0.682 -3.249 -4.704 0.0 0.0 0.0
H 1.413 -4.583 -4.729 0.0 0.0 0.0
H -3.542 -4.458 -3.966 0.0 0.0 0.0
H -4.775 -3.515 -3.072 0.0 0.0 0.0
H -3.783 -4.727 -2.208 0.0 0.0 0.0
C -1.446 -4.624 2.187 0.0 0.0 0.0
C -2.038 -3.578 1.604 0.0 0.0 0.0
C -1.271 -2.403 1.123 -0.1 0.0 0.0
C 0.264 -2.450 1.360 0.1 0.1 0.2
C 1.053 -1.604 0.389 0.0 0.1 0.0
C 2.198 -2.125 -0.087 0.0 0.0 0.0
C 2.795 -3.369 0.385 0.0 0.0 0.0
C 2.173 -4.135 1.290 0.0 0.0 0.0
C 0.816 -3.819 1.679 0.0 0.0 0.0
C -0.003 -4.769 2.169 0.0 0.0 0.0
H -2.042 -5.447 2.565 0.0 0.0 0.0
H -3.117 -3.552 1.486 0.0 0.0 0.0
H -1.559 -2.088 0.116 -0.1 0.1 0.1
H 2.799 -1.563 -0.798 0.0 0.0 0.0
H 3.777 -3.646 0.017 0.0 0.0 0.0
H 2.613 -5.054 1.662 0.0 0.0 0.0
H 0.411 -5.740 2.420 0.0 0.0 0.0
C -4.360 0.257 3.424 0.0 0.0 0.0
N -3.027 -0.001 2.939 0.0 0.0 0.1
C -2.220 -1.145 3.329 0.0 0.0 0.0
C -1.227 -1.252 2.169 -0.1 -0.1 -0.1
O 0.066 -1.658 2.602 0.1 -0.1 -0.1
N -1.295 0.044 1.515 0.1 -0.1 -0.1
C -2.424 0.594 1.881 -0.1 0.0 0.0
N -3.002 1.614 1.225 0.0 0.0 0.0
H -4.433 -0.095 4.451 0.0 0.0 0.0
H -5.126 -0.245 2.825 0.0 0.0 0.0
H -4.572 1.326 3.435 0.0 0.0 0.0
H -2.823 -2.041 3.469 0.0 0.0 0.0
H -1.655 -0.950 4.247 0.0 0.0 0.0
H -2.446 1.998 0.471 0.0 0.0 0.0
H -3.559 2.280 1.735 0.0 0.0 0.0